[1]
The following is a DFT calculation (ωB97M-V/def2-TZVPD) of a 3-piece molecular cluster, C5H12O2 overall.

Last column: Löwdin charge in e.
CARTESIAN COORDINATES (ANGSTROEM)
C1 0.631 -0.290 -1.488  -0.076
C2 -0.861 -0.173 -1.228  -0.338
C3 -1.711 -1.151 -1.644  0.050
C4 -2.511 1.185 0.248  0.024
C5 -1.243 1.112 -0.423  -0.124
H1 1.098 0.582 -1.979  0.090
H2 1.300 -0.389 -0.656  0.055
H3 0.778 -1.188 -2.001  0.050
H4 -1.353 -1.827 -2.442  0.078
H5 -2.649 -1.103 -1.187  0.022
H6 -3.273 0.696 -0.368  0.044
H7 -2.740 1.724 1.246  0.081
H8 -0.826 2.005 -0.834  0.084
H9 0.466 0.292 1.466  0.060
H10 0.962 0.030 3.060  0.088
O1 1.049 -0.256 2.098  -0.117
H11 4.077 -0.759 2.594  -0.008
H12 2.954 -0.289 1.636  -0.032
O2 3.852 -0.200 1.903  -0.031

Atomic forces in eV per Å
C -0.401 1.673 -0.313
C -0.249 0.888 0.203
C 2.736 1.698 -0.062
C 2.737 0.446 -0.653
C -3.812 -2.115 0.228
H -0.512 -0.326 -0.386
H -0.252 -0.101 1.302
H 0.437 -1.207 -1.338
H -0.587 -0.038 1.021
H -1.754 -0.477 -0.187
H -0.163 -0.970 1.462
H 0.253 -0.181 -2.488
H 1.657 0.689 1.240
H 1.054 -1.008 2.006
H -0.185 -0.139 -2.243
O -1.118 1.155 0.099
H 0.154 -1.710 1.823
H -1.276 -0.427 0.270
O 1.281 2.148 -1.987

Kohn-Sham gap = 8.135 eV
Net charge = 0
SMILES = C=CC(=C)C.O.O
HOMO level = -8.442 eV

---

[2]
The following is a DFT calculation (ωB97M-V/def2-TZVPD) of an isolated ion of composition CH6N4O and charge +2.

Last column: Löwdin charge in e.
CARTESIAN COORDINATES (ANGSTROEM)
C1 -0.002 -0.049 0.026  -0.041
N1 -1.174 0.512 -0.047  0.106
N2 2.600 -0.696 0.043  0.257
N3 -2.309 -0.204 -0.010  0.344
N4 2.336 0.469 -0.050  0.031
O1 0.991 0.822 0.013  0.137
H1 0.012 -1.082 -0.040  0.146
H2 -1.362 1.468 -0.120  0.190
H3 3.530 -1.116 0.061  0.172
H4 -3.165 0.332 0.220  0.210
H5 -2.322 -1.184 0.325  0.205
H6 3.042 1.216 -0.115  0.244

Atomic forces in eV per Å
C 5.359 -0.626 0.145
N -6.055 0.579 -0.064
N -1.280 -2.949 0.213
N 0.316 0.119 1.039
N 0.008 0.026 0.071
O 0.349 0.731 -0.169
H 1.035 -1.971 -0.044
H 0.194 2.136 -0.239
H 0.431 0.818 -0.118
H 0.306 -0.144 -0.474
H 0.347 0.294 -0.388
H -1.011 0.988 0.029

Expectation value of S² = 2.018
Kohn-Sham gap (alpha / beta) = 6.656 / 8.371 eV
Multiplicity = 3
Net charge = +2
HOMO level (alpha / beta) = -16.744 / -21.307 eV

---

[3]
The following is a DFT calculation (ωB97M-V/def2-TZVPD) of a 2-piece molecular cluster, C3HBrClN overall.

Last column: Löwdin charge in e.
CARTESIAN COORDINATES (ANGSTROEM)
C1 -0.680 0.320 -1.742  -0.416
C2 -0.102 -0.918 1.324  -0.489
C3 -0.022 0.622 -0.606  -0.583
N1 -1.345 0.166 -2.657  0.178
Cl1 1.362 -0.609 1.986  0.537
Br1 1.748 1.069 -0.468  0.727
H1 -0.960 -0.649 2.163  0.045

Atomic forces in eV per Å
C 0.775 0.130 0.460
C -2.672 2.036 0.315
C 1.039 -0.983 3.714
N -1.407 -0.444 -1.955
Cl 0.690 -0.315 0.752
Br -0.266 0.337 -0.991
H 1.841 -0.761 -2.295

Kohn-Sham gap (alpha / beta) = 6.835 / 7.328 eV
Net charge = 0
HOMO level (alpha / beta) = -9.029 / -9.166 eV

---

[4]
The following is a DFT calculation (ωB97M-V/def2-TZVPD) of C3H4IN as an isolated structure.

Last column: Löwdin charge in e.
CARTESIAN COORDINATES (ANGSTROEM)
C1 0.669 0.171 -0.142  -0.060
C2 0.392 -0.936 -0.884  -0.217
C3 -0.697 0.126 0.469  -0.221
N1 -0.825 -1.075 -0.355  -0.522
I1 -2.569 -1.810 -1.411  0.634
H1 1.447 0.617 0.264  0.032
H2 0.851 -1.446 -1.761  0.125
H3 -0.790 -0.191 1.479  0.097
H4 -1.530 0.884 0.308  0.132

Atomic forces in eV per Å
C -2.671 -1.117 -1.187
C 1.756 1.539 -1.967
C -1.800 0.685 -0.763
N -3.612 -3.119 -0.164
I 1.208 0.837 0.597
H 3.868 1.797 1.375
H -0.397 0.057 1.198
H 0.271 0.011 1.244
H 1.376 -0.689 -0.333

Kohn-Sham gap (alpha / beta) = 7.460 / 7.460 eV
Net charge = 0
HOMO level (alpha / beta) = -8.015 / -8.015 eV

---

[5]
The following is a DFT calculation (ωB97M-V/def2-TZVPD) of a 2-piece molecular cluster, C4H9NO2 overall.

Last column: Löwdin charge in e.
CARTESIAN COORDINATES (ANGSTROEM)
C1 1.736 1.632 0.887  -0.022
N1 0.572 1.268 0.091  0.018
C2 0.391 0.144 -0.505  0.052
C3 -0.552 0.089 -1.771  -0.689
O1 -0.368 1.144 -2.404  -0.002
O2 -1.204 -0.936 -1.927  0.009
C4 -1.548 -1.986 0.594  -0.043
H1 2.071 0.774 1.469  0.096
H2 1.506 2.466 1.549  0.093
H3 2.522 1.934 0.190  0.103
H4 0.019 2.028 -0.309  0.166
H5 -0.959 -1.064 0.598  -0.022
H6 1.040 -0.681 -0.205  0.149
H7 -1.092 -2.714 -0.079  0.035
H8 -2.537 -1.738 0.208  0.036
H9 -1.597 -2.360 1.614  0.021

Atomic forces in eV per Å
C 0.112 -0.004 0.131
N -0.041 -0.160 -0.502
C 0.304 0.228 0.060
C -0.041 -0.107 -0.164
O -0.250 -0.132 0.129
O 0.314 0.511 -0.200
C -0.028 -0.015 0.165
H -0.038 0.073 -0.034
H -0.064 -0.144 -0.039
H 0.004 0.018 0.179
H 0.065 -0.055 -0.060
H -0.228 -0.295 0.112
H -0.114 0.082 -0.095
H -0.019 0.170 0.175
H 0.124 -0.058 0.120
H -0.100 -0.112 0.025

Kohn-Sham gap = 8.802 eV
Net charge = 0
HOMO level = -9.347 eV

---

[6]
The following is a DFT calculation (ωB97M-V/def2-TZVPD) of a 2-piece molecular cluster, C12H16N2 overall.

Last column: Löwdin charge in e.
CARTESIAN COORDINATES (ANGSTROEM)
C1 -1.324 1.335 -1.222  -0.212
C2 -1.843 1.913 -2.559  -0.118
C3 0.089 0.715 -1.221  -0.260
C4 0.534 -0.173 -2.171  -0.078
C5 1.048 1.255 -0.346  -0.040
C6 1.809 -0.710 -2.132  -0.058
C7 2.404 0.830 -0.385  -0.113
C8 2.818 -0.053 -1.331  -0.081
H1 -1.441 2.344 -0.640  0.141
H2 -1.992 0.477 -0.867  0.093
H3 -0.962 1.911 -3.286  0.093
H4 -0.097 -0.599 -3.028  0.149
H5 0.797 1.879 0.475  0.097
H6 2.091 -1.467 -2.819  0.091
H7 3.214 1.215 0.268  0.117
H8 3.964 -0.174 -1.407  0.140
H9 -2.045 3.044 -2.475  0.091
H10 -2.801 1.509 -2.951  0.075
C9 0.778 -0.250 3.216  -0.012
C10 -0.255 -1.870 1.510  0.115
C11 -0.188 -0.710 2.260  -0.275
C12 -2.192 -0.734 1.415  -0.094
N1 -1.563 -1.926 0.911  0.154
N2 -1.419 -0.010 2.165  0.149
H11 0.463 -2.491 1.016  0.147
H12 -1.952 -2.636 0.400  0.119
H13 0.199 0.635 3.835  0.165
H14 1.633 0.146 2.679  0.086
H15 -3.254 -0.459 1.051  0.177
H16 0.976 -1.064 4.014  0.140

Atomic forces in eV per Å
C -0.806 0.683 0.640
C 0.862 1.564 -1.461
C -0.360 2.876 0.583
C -0.641 -2.520 -1.769
C 1.076 -1.715 0.461
C 1.710 2.118 0.694
C -0.295 1.087 0.428
C 0.805 -1.638 -0.983
H 0.695 -2.689 0.320
H 0.359 1.431 -0.150
H -1.571 -0.401 0.400
H 0.453 0.844 1.614
H -0.602 0.813 0.257
H 0.220 -0.483 -0.611
H -1.018 0.206 -0.262
H -2.182 -0.527 -0.142
H 0.232 -1.686 0.158
H 0.991 -0.169 0.054
C -1.295 1.483 3.343
C -3.438 -1.503 -4.050
C -2.988 1.935 0.679
C -1.225 -0.767 -1.725
N 3.619 4.306 4.480
N 1.114 -1.265 -0.151
H 0.660 -0.443 0.617
H -1.006 -2.010 -1.573
H 1.800 -2.067 -1.679
H 0.609 -0.105 0.388
H 1.950 -0.529 0.952
H 0.272 1.171 -1.512

Expectation value of S² = 0.758
Kohn-Sham gap (alpha / beta) = 8.595 / 4.306 eV
Multiplicity = 2
Net charge = +1
HOMO level (alpha / beta) = -12.314 / -12.126 eV